# 1
Computed, not measured: a structure of composition C18H30As2F12N4O2, with ωB97M-V/def2-TZVPD.

The calculation puts the energy above the lowest of the compared OMol25 structures with the same formula, charge and spin at 132.54 kcal/mol. The value obtained for the HOMO energy is -0.476 hartree. The net charge is +2.

Element x y z (Å)
C -3.77 1.49 4.50
C -4.83 0.41 4.84
O -5.84 0.55 5.56
N -4.76 -0.99 4.07
H -5.54 -0.99 3.43
H -3.95 -0.98 3.47
C -4.66 -2.12 5.01
H -4.26 2.36 4.93
H -3.57 1.66 3.44
H -2.94 1.13 5.12
H -3.82 -1.79 5.62
H -4.49 -2.97 4.35
H -5.51 -2.21 5.69
C 3.84 0.84 5.11
C 4.23 -0.33 6.06
O 4.41 -0.21 7.24
N 4.66 -1.62 5.32
H 4.03 -1.66 4.53
H 5.55 -1.47 4.86
C 4.48 -2.93 6.13
H 4.49 0.78 4.23
H 4.23 1.78 5.50
H 2.84 0.90 4.69
H 4.84 -3.80 5.57
H 3.44 -3.05 6.40
H 5.23 -2.61 6.85
C -6.41 -0.51 -5.77
N -5.01 -0.08 -5.50
C -4.42 0.83 -6.31
C -3.18 1.42 -6.00
C -2.43 0.95 -4.94
C -3.06 -0.01 -4.19
C -4.38 -0.43 -4.39
C -1.11 1.59 -4.61
C -0.24 1.92 -5.69
C 0.98 2.57 -5.48
N 1.38 2.86 -4.24
C 0.70 2.52 -3.12
C -0.60 1.93 -3.29
C 2.58 3.71 -4.21
H -6.98 -0.06 -4.96
H -6.55 -1.59 -5.63
H -6.74 -0.25 -6.78
H -5.12 1.19 -7.04
H -2.70 2.11 -6.68
H -2.54 -0.40 -3.33
H -4.88 -1.18 -3.81
H -0.63 1.84 -6.69
H 1.49 3.09 -6.27
H 1.10 2.86 -2.17
H -1.21 1.81 -2.40
H 2.24 4.74 -4.29
H 3.24 3.44 -5.03
H 3.14 3.59 -3.28
As 0.44 -2.75 1.95
F 1.70 -1.51 1.57
F -0.88 -1.46 2.05
F -0.84 -3.97 2.44
F 1.60 -4.03 2.04
F 0.61 -2.54 3.68
F 0.09 -3.07 0.25
As 7.15 -0.46 -1.47
F 5.59 -1.12 -1.80
F 7.18 0.26 -3.15
F 8.81 0.14 -1.23
F 7.19 -1.15 0.21
F 7.97 -1.99 -2.01
F 6.40 1.03 -0.92

Results of the natural (NBO) charge analysis, in e, for atoms 1 through 4:
1. C -0.72
2. C 0.70
3. O -0.43
4. N -0.57

# 2
Computed, not measured: a structure of composition C18H30As2F12N4O2, with ωB97M-V/def2-TZVPD.

The calculation puts the energy above the lowest of the compared OMol25 structures with the same formula, charge and spin at 0.00 kcal/mol. The value obtained for the HOMO energy is -0.572 hartree. The net charge is +2.

Element x y z (Å)
C 22.19 20.48 -4.32
C 21.29 20.06 -5.47
O 21.59 19.53 -6.48
N 19.82 20.42 -5.31
H 19.34 19.52 -5.20
H 19.63 20.80 -4.38
C 19.34 21.39 -6.35
H 21.92 21.48 -3.99
H 23.19 20.51 -4.74
H 22.21 19.73 -3.54
H 18.48 21.93 -5.96
H 19.06 20.81 -7.23
H 20.08 22.14 -6.65
C 18.34 24.20 1.90
C 18.12 25.04 0.66
O 17.60 26.10 0.64
N 18.40 24.32 -0.66
H 19.03 24.90 -1.24
H 18.93 23.45 -0.60
C 17.16 24.11 -1.52
H 19.41 23.97 1.99
H 17.70 23.33 2.04
H 18.04 24.82 2.74
H 16.54 23.46 -0.91
H 17.36 23.68 -2.49
H 16.63 25.05 -1.65
C 20.45 32.12 5.12
N 21.12 31.11 4.25
C 21.30 29.87 4.73
C 21.92 28.89 3.97
C 22.25 29.19 2.65
C 22.01 30.48 2.14
C 21.52 31.42 2.99
C 22.94 28.17 1.82
C 24.28 27.91 2.12
C 24.91 26.95 1.38
N 24.35 26.31 0.35
C 23.05 26.54 0.04
C 22.35 27.56 0.70
C 25.14 25.42 -0.55
H 19.77 31.68 5.84
H 19.95 32.83 4.47
H 21.25 32.55 5.73
H 21.17 29.73 5.79
H 22.22 27.93 4.38
H 22.43 30.73 1.18
H 21.20 32.43 2.78
H 24.82 28.41 2.92
H 25.92 26.65 1.63
H 22.66 25.98 -0.80
H 21.33 27.77 0.43
H 24.60 24.48 -0.68
H 26.10 25.16 -0.12
H 25.19 25.94 -1.51
As 20.94 25.00 -3.38
F 21.37 24.17 -4.83
F 19.24 24.62 -3.57
F 20.50 25.86 -1.84
F 22.62 25.38 -2.98
F 20.68 26.43 -4.31
F 21.16 23.52 -2.44
As 22.34 22.55 1.38
F 24.01 23.04 1.00
F 22.49 21.39 0.05
F 20.70 22.00 1.67
F 22.41 23.70 2.71
F 21.72 23.71 0.25
F 22.94 21.29 2.50

Results of the natural (NBO) charge analysis, in e, for atoms 1 through 4:
1. C -0.75
2. C 0.72
3. O -0.42
4. N -0.59

# 3
Computed, not measured: the molecule C18H30BCl2FN2O6, with ωB97M-V/def2-TZVPD.

The value obtained for the HOMO energy is -0.296 hartree. Its structure (SMILES) is CC(C)=N[C@@]1(COCOCCO)C(=O)N[C@@H](CB(O)O)[C@]1(C[C@H](C)F)/C(Cl)=C(\C)Cl.

Element x y z (Å)
C -2.64 1.67 -2.39
C -2.70 1.53 -0.87
C -3.44 2.66 -0.20
N -2.28 0.54 -0.21
C -1.00 0.05 0.18
C -0.54 0.88 1.42
O -0.61 0.08 2.61
C -0.39 0.81 3.76
O 0.97 1.20 3.80
C 1.40 1.63 5.07
C 0.76 2.91 5.58
O 1.14 3.14 6.93
C -1.03 -1.39 0.74
O -2.00 -2.01 1.06
N 0.29 -1.85 0.75
C 1.10 -0.93 -0.07
C 2.42 -1.51 -0.62
B 2.52 -3.08 -0.84
O 3.03 -3.61 -2.01
O 2.18 -3.96 0.14
C 0.05 -0.23 -0.97
C -0.72 -1.12 -1.99
C -0.19 -2.47 -2.46
C -1.10 -3.01 -3.57
F -0.22 -3.41 -1.43
C 0.67 1.00 -1.65
Cl 0.55 2.50 -0.79
C 1.27 1.04 -2.85
C 1.51 -0.09 -3.81
Cl 1.88 2.54 -3.47
H -1.87 2.38 -2.69
H -3.61 2.01 -2.73
H -2.47 0.69 -2.83
H -4.29 2.22 0.33
H -2.81 3.12 0.56
H -3.82 3.39 -0.90
H 0.47 1.26 1.37
H -1.20 1.73 1.58
H -1.05 1.68 3.80
H -0.61 0.17 4.61
H 1.25 0.84 5.82
H 2.47 1.80 5.00
H -0.33 2.85 5.57
H 1.05 3.75 4.94
H 2.04 3.48 6.93
H 0.65 -1.95 1.69
H 1.45 -0.17 0.63
H 2.79 -0.94 -1.47
H 3.17 -1.35 0.16
H 2.99 -3.00 -2.75
H 1.76 -4.73 -0.24
H -1.75 -1.28 -1.67
H -0.81 -0.53 -2.90
H 0.81 -2.43 -2.86
H -0.59 -3.77 -4.15
H -1.40 -2.21 -4.24
H -2.00 -3.41 -3.11
H 2.06 -0.91 -3.37
H 2.12 0.28 -4.63
H 0.60 -0.47 -4.27

Results of the natural (NBO) charge analysis, in e, for atoms 1 through 4:
1. C -0.71
2. C 0.47
3. C -0.70
4. N -0.57

# 4
Computed, not measured: a cluster of 6 separate species, C18H30Br6O6 in total, with ωB97M-V/def2-TZVPD.

The value obtained for the HOMO energy is -0.362 hartree. Its structure (SMILES) is O=C1CCCO1.O=C1CCCO1.O=C1CCCO1.BrCCBr.BrCCBr.BrCCBr.

Element x y z (Å)
O -0.94 3.46 -1.05
C -1.66 2.89 -0.23
C -3.06 2.29 -0.54
C -3.69 2.20 0.88
C -2.42 1.99 1.70
O -1.32 2.69 1.02
H -3.50 2.99 -1.16
H -2.89 1.32 -1.07
H -4.24 3.14 1.09
H -4.27 1.27 1.04
H -2.46 2.31 2.72
H -2.11 0.94 1.62
O 4.38 1.87 -0.82
C 3.86 2.88 -0.37
C 2.51 3.07 0.38
C 2.58 4.49 0.79
C 3.69 5.15 -0.02
O 4.48 4.08 -0.41
H 1.77 2.85 -0.30
H 2.49 2.37 1.19
H 1.59 5.03 0.50
H 2.78 4.61 1.87
H 3.24 5.45 -0.94
H 4.29 5.86 0.51
O -1.50 -0.64 3.16
C -1.39 -1.70 3.67
C -0.61 -2.02 4.85
C -0.43 -3.51 4.83
C -1.53 -3.99 3.88
O -1.89 -2.82 3.07
H 0.15 -1.33 5.01
H -1.36 -1.80 5.65
H 0.55 -3.75 4.38
H -0.34 -3.94 5.83
H -1.12 -4.76 3.17
H -2.40 -4.48 4.36
Br -3.38 -0.71 -4.58
C -2.96 -2.61 -4.93
C -2.31 -3.33 -3.77
Br -3.36 -3.36 -2.16
H -2.28 -2.60 -5.80
H -3.91 -3.01 -5.32
H -1.39 -2.84 -3.45
H -2.21 -4.37 -3.97
Br 1.69 -3.26 -2.57
C 2.34 -1.51 -3.41
C 2.50 -1.74 -4.84
Br 3.22 0.00 -5.48
H 3.18 -1.14 -2.89
H 1.48 -0.87 -3.28
H 1.54 -2.02 -5.35
H 3.22 -2.50 -5.11
Br -0.12 0.02 -0.87
C 0.65 -1.07 0.58
C 1.78 -0.20 1.07
Br 2.70 -0.92 2.59
H 0.74 -2.08 0.28
H -0.21 -1.04 1.26
H 1.36 0.71 1.43
H 2.52 0.01 0.34

Results of the natural (NBO) charge analysis, in e, for atoms 1 through 4:
1. O -0.61
2. C 0.80
3. C -0.52
4. C -0.44

Which formula does entry 4 have?
C18H30Br6O6